1.
74
Properties=species:S:1:pos:R:3:forces:R:3:mulliken_spin:R:1 method="wB97M-V/def2-TZVPD" gap_ev="7.9 / 8.0" fmax_ev_per_a=0.5 lumo_ev="-1.0 / -0.8" multiplicity=2 total_energy_ev=-118080.219 de_lowest_kcal_mol=20.4 s2=0.78
O -0.989 -0.170 2.563 0.067 -0.141 -0.119 0.00
C -0.296 0.762 -0.297 0.012 0.131 -0.110 0.01
H 0.222 3.290 -1.160 0.000 0.008 0.008 0.00
H 3.239 2.888 -0.158 0.003 0.008 -0.002 0.00
C 2.838 0.784 -0.267 -0.046 -0.074 0.003 -0.01
H 3.150 0.717 -5.012 -0.007 0.001 -0.007 0.00
H 3.214 -1.174 -2.989 -0.002 -0.011 0.007 0.00
H 2.574 -1.331 -0.626 0.031 0.017 -0.068 -0.03
H 3.923 3.020 -2.536 -0.002 0.004 0.000 0.00
H -2.565 1.874 -0.417 0.001 -0.006 0.001 0.00
H -1.949 5.316 3.089 -0.001 0.003 0.002 0.00
F 1.083 -3.517 -0.365 -0.085 0.031 -0.088 0.00
C -2.855 -4.554 1.503 -0.007 0.004 -0.002 0.00
H 4.268 2.037 -4.653 0.001 0.000 -0.005 0.00
C -4.303 -2.663 1.206 0.017 0.027 -0.011 0.00
C -3.257 4.494 1.624 -0.015 -0.023 -0.032 0.00
C -5.321 -4.962 1.209 0.004 0.014 -0.009 0.00
C -0.651 -1.046 -2.428 0.011 0.020 0.010 0.00
H -3.351 -0.734 1.216 -0.004 -0.001 0.002 0.00
H -5.299 -2.258 1.072 -0.001 0.006 0.002 0.00
H 0.297 4.472 3.556 0.004 0.002 0.005 0.00
C 3.983 1.023 -4.377 0.001 0.001 0.002 0.00
O 3.802 -3.706 3.761 -0.045 0.029 0.007 0.01
C 0.183 3.719 2.787 -0.003 -0.015 -0.017 0.00
H 4.822 0.361 -4.594 0.001 -0.001 -0.003 0.00
C -1.192 2.681 1.053 -0.029 0.008 -0.011 0.00
H -0.403 0.057 -4.855 -0.002 -0.003 -0.001 0.00
C -1.754 -3.710 1.584 -0.022 -0.011 0.001 0.00
C 1.012 1.857 1.538 -0.011 -0.077 -0.007 0.00
C -0.368 0.312 -2.716 0.001 -0.031 -0.044 0.00
H -5.080 -5.964 1.559 -0.002 -0.005 0.001 0.00
O 3.737 -1.826 2.179 -0.057 -0.176 0.240 -0.01
F 1.340 -4.572 1.519 -0.004 -0.002 0.051 0.00
C 2.848 -0.365 -1.045 -0.054 0.004 0.120 0.02
H 0.373 4.037 -3.479 0.002 0.003 0.001 0.00
C 3.615 2.071 -2.115 -0.011 0.031 0.031 0.00
F 3.057 -3.918 0.394 0.128 0.015 -0.081 0.00
H -4.360 3.450 0.083 -0.004 0.003 0.000 0.00
C -0.760 -1.474 -1.143 -0.039 -0.055 0.040 0.02
C 0.079 2.581 -1.964 -0.001 -0.039 0.061 0.00
H -6.158 -4.582 1.795 -0.004 -0.006 0.004 0.00
C 0.165 2.997 -3.260 0.007 -0.009 -0.043 0.00
C 3.234 2.005 -0.786 -0.005 -0.005 -0.026 0.00
C 3.216 -0.282 -2.375 0.010 0.012 -0.025 0.01
C -1.027 3.663 2.056 -0.012 0.040 0.027 0.00
H -0.791 -1.741 -3.247 -0.004 -0.005 -0.002 0.00
C -3.222 -1.808 1.278 -0.008 -0.020 -0.007 0.00
C 3.597 0.939 -2.927 -0.012 -0.009 -0.021 0.00
C 1.835 -3.540 0.792 0.073 0.005 0.024 -0.06
H -0.988 -2.508 -0.926 0.004 0.050 -0.034 0.00
C -3.426 3.507 0.626 -0.018 0.036 0.022 0.00
C -0.266 0.770 -4.052 0.005 -0.039 0.014 0.00
C -2.087 4.568 2.318 0.032 -0.003 0.015 0.00
S -0.598 -1.219 1.603 0.049 0.102 0.101 -0.02
H -0.765 -4.115 1.747 -0.015 0.014 0.009 0.00
C -0.009 2.082 -4.320 0.016 0.039 0.019 0.00
H 2.104 2.829 3.111 -0.004 0.014 -0.001 0.00
C -1.953 -2.349 1.457 0.021 -0.060 0.054 0.00
O 1.866 -2.160 3.501 0.198 -0.096 0.072 -0.04
H 0.061 2.426 -5.344 0.001 0.002 -0.001 0.00
C -0.134 1.764 0.797 0.015 0.023 -0.020 -0.01
S 3.532 -2.317 3.600 -0.054 0.025 -0.085 0.01
H -4.060 5.187 1.835 -0.005 0.000 -0.001 0.00
S 2.341 0.652 1.430 0.151 -0.112 0.019 -0.02
Cr 1.770 -1.771 1.828 -0.271 0.414 -0.062 1.12
O 3.970 -1.399 4.592 0.030 0.022 0.005 0.01
C -0.578 -0.560 -0.075 -0.018 -0.102 -0.005 -0.01
C 1.183 2.827 2.545 0.018 -0.009 0.038 0.00
H -2.711 -5.622 1.602 -0.006 -0.003 0.003 0.00
C -2.423 2.626 0.348 0.025 -0.027 -0.010 0.00
C -0.195 1.224 -1.652 0.020 0.072 0.012 0.00
C -4.133 -4.047 1.310 0.001 -0.038 0.010 0.00
H -5.655 -5.039 0.172 -0.005 -0.006 -0.001 0.00
O 3.398 1.133 2.322 -0.065 -0.020 -0.084 -0.01

=====

2.
79
Properties=species:S:1:pos:R:3:forces:R:3:lowdin_charge:R:1 method="wB97M-V/def2-TZVPD" gap_ev=5.6 fmax_ev_per_a=3.8 lumo_ev=-4.0 charge=+1 multiplicity=1 total_energy_ev=-161995.404 de_lowest_kcal_mol=0.0
S 3.092 -2.077 -0.911 -0.414 -0.562 -0.156 0.91
H -5.959 3.356 -1.269 0.678 0.094 -0.081 0.12
H -0.533 4.210 1.583 0.290 0.180 -0.616 0.12
H -2.973 -3.055 -1.292 0.242 0.099 0.487 0.13
H -0.460 6.670 1.249 -0.043 -0.125 0.068 0.10
C -3.778 3.528 -0.863 -1.270 -0.923 -0.080 -0.02
I 0.168 1.863 -4.180 0.113 -0.208 0.692 0.89
H 3.430 6.355 -0.566 -0.919 -0.291 -0.096 0.13
C 2.889 0.307 2.917 0.306 -1.352 0.233 0.01
N 0.680 -0.315 2.268 0.918 -1.925 1.176 -0.02
C -3.978 -0.685 -0.452 0.086 0.247 -0.394 -0.12
C -0.693 -0.016 -3.800 -0.125 -0.208 -0.026 -0.61
N -1.266 -1.986 2.293 0.656 -1.857 -0.185 0.03
C 2.815 -0.375 -0.876 -0.774 2.271 0.754 -0.88
H -2.912 -1.861 0.774 0.436 0.639 -1.512 0.07
C 1.551 0.605 2.655 0.180 -0.427 -0.245 -0.10
C 2.390 4.503 -0.159 0.321 0.495 0.148 -0.28
C 1.114 2.343 0.273 -0.975 0.544 0.781 -0.38
H 4.581 -0.698 -3.718 -0.322 -0.181 0.696 0.09
O -0.055 1.884 0.673 -0.006 -0.458 -0.079 -0.27
N 3.761 -3.906 3.489 -1.402 -1.736 -0.410 -0.16
H -4.388 -1.115 -1.390 0.504 0.239 0.395 0.15
H 5.858 -0.440 -2.577 -0.141 -0.144 0.074 0.08
C -2.666 2.800 -0.479 -0.332 0.032 -0.343 -0.09
C -5.013 2.845 -1.049 0.269 0.984 0.353 -0.03
O 3.478 3.829 -0.554 -0.534 -0.946 0.015 0.04
F -2.002 0.709 2.183 -1.186 0.323 1.093 -0.42
H -3.164 -4.566 3.329 0.426 0.208 -0.269 0.13
N -2.706 1.465 -0.332 -1.499 -1.380 0.138 0.03
Zr -1.011 0.018 0.769 1.646 2.140 -2.726 1.89
C -0.033 -2.599 2.489 -2.171 0.750 -0.508 -0.13
H -1.735 3.353 -0.327 -0.080 -0.705 0.128 0.11
C 1.254 3.853 0.354 -0.222 -0.273 0.242 -0.05
C -2.253 -4.044 3.014 0.171 -1.141 0.323 -0.02
H -3.680 4.595 -0.990 -0.151 0.060 -0.039 0.11
H -0.963 -5.727 3.461 0.178 0.654 -0.271 0.14
H -3.333 -2.267 2.604 0.369 0.137 -0.284 0.14
C 0.135 -3.932 2.851 -0.296 0.019 0.611 -0.08
C -0.983 -0.720 -4.965 -0.972 0.021 0.642 -0.27
N 1.693 -5.639 3.492 1.270 0.133 0.329 -0.21
C -2.204 -2.288 -1.100 0.508 -0.468 -0.614 -0.14
H 3.536 1.133 3.129 0.397 0.156 0.069 0.12
C -3.901 0.806 -0.560 1.183 1.488 -0.033 -0.23
C 4.583 -2.074 -1.961 0.840 0.011 0.268 -0.48
H -0.735 -0.372 -5.951 0.305 0.425 0.006 0.06
C 1.476 -4.401 3.189 -0.814 0.934 -1.327 -0.37
N -2.674 -1.296 -0.084 -1.627 -1.472 0.937 -0.17
N 1.909 0.242 -0.145 0.720 -2.789 -0.755 -0.10
I -2.160 -2.816 -6.726 -0.091 -0.140 0.339 0.87
C -1.754 -1.870 -4.899 0.611 -0.539 0.559 -0.74
S 3.936 0.607 -1.813 -0.501 0.521 0.505 0.97
C 2.377 -2.052 2.743 -1.551 0.993 0.258 -0.08
H 4.514 -2.856 -2.724 -0.226 0.132 0.256 0.08
C 2.467 5.912 -0.244 0.164 -0.138 0.242 0.00
C -1.040 -0.523 -2.504 -0.501 -0.739 -0.596 -0.39
H -4.735 -0.882 0.305 0.098 -0.304 0.257 0.13
O -0.580 -0.013 -1.398 -0.169 -0.094 1.311 -0.27
C 0.250 4.679 0.967 0.476 -1.555 -0.167 -0.05
H 4.405 -1.295 3.029 -0.698 0.302 0.114 0.14
N 2.093 1.576 -0.093 0.615 1.971 -0.568 -0.03
C -1.011 -4.685 3.106 -0.973 0.097 0.144 0.05
C 0.318 6.036 0.842 -0.254 0.742 -0.082 -0.11
H -6.001 0.894 -1.090 0.793 0.661 0.384 0.14
C 2.577 -3.459 3.103 1.245 -0.171 0.652 -0.33
C -2.342 -2.734 2.584 0.437 0.503 0.399 -0.13
H -2.561 -3.405 -3.627 0.016 0.722 0.049 0.11
Se 3.456 -5.720 3.813 0.445 1.091 0.060 1.15
C 1.038 -1.666 2.441 2.533 2.178 0.133 -0.13
C -5.077 1.479 -0.870 0.092 -0.535 -0.609 -0.03
C -2.100 -2.400 -3.655 -0.880 -0.422 0.320 -0.10
H 5.456 -2.329 -1.310 -0.761 0.275 -0.460 0.09
C 4.794 -0.699 -2.630 0.943 -0.628 -0.925 -0.54
H 1.225 1.635 2.710 -0.181 -0.090 -0.249 0.13
C -1.872 -1.708 -2.447 1.422 1.050 -1.299 -0.16
H -1.288 -2.768 -0.688 -0.467 0.107 0.006 0.13
H 3.216 2.867 -0.438 0.653 0.370 -0.291 0.04
H 1.323 7.738 -0.057 0.268 -0.757 0.555 0.12
C 1.385 6.656 0.179 0.178 0.566 -0.568 -0.08
C 3.345 -1.016 2.905 -0.478 0.116 -0.338 0.05

=====

3.
68
Properties=species:S:1:pos:R:3:forces:R:3:mulliken_spin:R:1 method="wB97M-V/def2-TZVPD" gap_ev="6.8 / 6.9" fmax_ev_per_a=0.5 lumo_ev="-7.1 / -7.1" charge=+2 multiplicity=2 total_energy_ev=-73201.107 de_lowest_kcal_mol=5.9 s2=0.76
O -1.168 0.215 5.544 0.064 -0.102 0.051 0.00
C -3.308 0.746 2.781 -0.001 0.016 0.006 0.00
H -4.947 -0.418 2.031 -0.005 -0.001 0.000 0.00
C 5.238 1.518 0.196 0.028 -0.015 -0.026 0.00
H -3.780 0.936 3.736 0.003 -0.003 0.005 0.00
H 6.383 -0.450 -2.955 0.003 0.005 0.003 0.00
C -1.021 2.725 -4.270 0.001 -0.014 -0.001 0.00
C -2.043 1.267 2.525 0.021 0.015 0.009 0.00
C -3.963 -0.017 1.825 -0.014 0.019 -0.018 0.00
C 2.808 0.920 1.448 -0.036 -0.075 -0.022 -0.06
H -0.462 1.461 1.092 -0.003 -0.001 -0.006 0.00
C 6.063 0.095 -2.076 0.007 -0.019 -0.039 0.00
C -3.361 -0.262 0.598 0.006 0.008 0.031 0.00
C 1.419 -1.848 2.979 0.012 0.000 0.063 0.00
C 6.878 1.114 -1.542 -0.014 0.004 0.011 0.00
C -1.622 3.866 -3.746 0.000 -0.003 0.000 0.00
C -3.243 -3.418 -3.468 0.004 0.004 0.006 0.00
C -1.351 -2.132 2.897 -0.089 -0.031 -0.007 0.01
C 6.472 1.807 -0.437 -0.011 0.000 0.002 0.00
H 1.880 0.699 1.966 -0.001 -0.022 0.013 0.00
Re 1.750 -1.067 -0.412 0.063 -0.022 0.058 0.87
C 3.159 0.182 0.324 -0.030 -0.002 0.007 -0.03
H -2.428 -2.235 2.835 0.026 0.005 0.095 0.00
C -0.745 -1.483 3.966 0.149 -0.121 0.067 0.01
C -0.952 1.573 -3.510 0.006 -0.008 -0.017 0.00
H -2.791 -2.275 5.092 0.013 -0.125 -0.048 0.00
C 0.802 -2.458 1.884 0.023 0.069 -0.027 0.01
C -3.711 -2.131 -3.689 0.000 -0.007 -0.002 0.00
I 3.581 -1.674 -2.145 -0.064 0.110 0.008 0.03
H -0.499 0.679 -3.924 0.002 0.005 0.004 0.00
C -3.120 -1.056 -3.041 -0.018 -0.016 0.008 0.00
C -1.482 1.568 -2.215 0.000 0.002 0.044 0.01
H -1.536 1.849 3.283 -0.011 0.004 0.003 0.00
P -1.366 0.080 -1.266 0.104 0.057 -0.007 -0.01
C -2.086 2.711 -1.692 -0.017 -0.003 -0.008 0.00
C -1.593 -2.580 -1.939 0.022 -0.005 0.015 0.01
H -4.533 -1.960 -4.371 0.001 -0.003 -0.002 0.00
C -2.098 0.268 0.339 -0.066 0.034 -0.044 0.02
H -1.819 -4.650 -2.435 0.000 -0.004 -0.003 0.00
H 1.086 -0.831 4.845 0.032 -0.011 -0.012 0.00
C 4.408 0.492 -0.316 0.005 -0.013 -0.039 0.00
C -0.584 -2.606 1.846 0.019 0.031 -0.016 0.02
C 4.808 2.236 1.338 -0.051 -0.003 0.024 0.00
O -2.701 -1.372 5.412 0.007 0.006 0.139 0.00
H -3.704 -4.252 -3.980 0.001 0.001 0.000 0.00
H 5.446 3.021 1.726 0.003 -0.004 0.002 0.00
H -2.511 2.705 -0.697 0.009 -0.006 0.009 0.00
C 0.639 -1.341 4.002 0.050 -0.021 0.003 -0.01
O 0.173 -0.211 -1.021 -0.060 0.045 -0.144 0.15
H -1.059 -3.101 1.009 -0.003 0.004 0.002 0.01
H -3.872 -0.858 -0.148 -0.001 0.008 -0.011 0.00
C -1.526 -0.824 5.070 -0.225 0.279 -0.308 0.00
H -1.680 4.763 -4.347 0.000 -0.001 0.002 0.00
H -0.764 -2.761 -1.263 -0.036 0.007 -0.043 0.00
H -2.627 4.748 -2.070 0.001 -0.002 0.001 0.00
C -2.154 3.860 -2.466 -0.007 0.006 0.001 0.00
S 1.791 -3.060 0.519 0.058 -0.177 0.116 -0.02
H 2.499 -1.785 3.023 -0.006 0.041 -0.014 0.00
C -2.183 -3.645 -2.597 -0.009 -0.001 -0.009 0.00
C -1.437 1.035 1.303 -0.024 0.007 -0.007 -0.01
C 3.615 1.953 1.948 0.044 0.043 0.005 0.00
H -0.617 2.736 -5.273 0.000 0.003 0.003 0.00
H 3.299 2.510 2.819 0.000 0.003 -0.003 0.00
H 7.821 1.341 -2.020 0.001 -0.005 0.001 0.00
C -2.061 -1.283 -2.163 0.021 -0.010 0.021 0.01
C 4.878 -0.173 -1.458 -0.010 0.002 0.048 -0.02
H -3.481 -0.051 -3.222 0.007 0.011 -0.001 0.00
H 7.094 2.593 -0.029 -0.001 -0.001 0.001 0.00